75
Properties=species:S:1:pos:R:3:lowdin_charge:R:1 method="wB97M-V/def2-TZVPD" e_homo_ev="-11.237 / -11.236" lumo_energy_ev="-4.1 / -4.1" total_charge=+1
C -4.46465 0.00704 2.85355 -0.0567
H 5.70390 -2.04917 0.26353 0.1174
H -4.25097 -3.16130 -3.57510 0.1119
C 3.62575 -1.56314 0.25305 -0.0915
H -3.88271 -1.13270 1.13541 0.1082
H -4.79437 1.30102 4.53124 0.1121
H -1.00234 -2.83230 2.41998 0.0869
C 1.02741 -3.00339 -1.89111 -0.0647
H -1.22781 2.03987 2.29441 0.0936
C -2.80489 -0.41509 -2.21609 -0.0658
H 0.32231 6.02617 -0.83089 0.1000
C -3.62623 -0.31437 1.79671 -0.0636
N -0.73295 2.21791 -0.72272 -0.2419
H 0.42116 -1.82769 2.79834 0.0680
C 0.95188 -3.49399 -3.18245 -0.0559
C 2.17603 -3.08748 1.43052 -0.0863
H 5.40123 -4.08878 1.63357 0.1148
H 3.13085 -4.77441 2.32928 0.1143
C -2.23166 -0.97468 -1.07118 -0.2783
S 2.87911 1.06744 2.28731 0.5410
C -0.59421 3.44592 -1.10205 -0.2357
H 1.19455 -3.42664 1.72091 0.0928
H 2.06117 5.64905 -0.80461 0.0900
O 3.95793 0.40324 2.92897 -0.2126
C 4.54607 -3.48460 1.36182 -0.0472
C -2.40488 -2.34530 -0.85863 -0.0936
F 3.05051 2.86749 4.16348 0.1741
N 1.61511 3.08288 -0.51643 -0.1081
C -2.98069 1.78747 3.49815 -0.0575
C 0.73294 -2.62517 -4.24461 -0.0553
O 2.88729 3.52777 -0.36242 0.0054
C 4.71728 -2.34035 0.59698 -0.0456
C 0.64777 -0.77194 -2.72098 -0.0998
H 1.14388 5.54831 -2.31191 0.1091
P -1.36538 -0.00018 0.22921 0.9002
P 0.90301 -1.04398 0.04937 0.8722
H -1.37000 4.79751 -2.54039 0.0973
O 1.52772 0.65412 2.59813 -0.3444
C -3.51699 -1.19917 -3.11008 -0.0601
H 3.77268 -0.69005 -0.36449 0.1066
F 1.90269 3.50125 2.44071 0.1244
C -1.71623 4.24002 -1.67011 0.0159
C -0.55636 -1.83944 2.32451 -0.1234
H 3.35396 2.74715 -0.00256 0.0754
C 0.76749 3.96147 -0.93517 -0.2416
H -1.17058 -1.13039 2.87622 0.0748
F 4.06848 3.40517 2.32815 0.1536
H -5.36977 -0.56380 3.01108 0.1126
C -2.46575 0.42441 1.58836 -0.3233
H 1.21597 -3.68444 -1.07039 0.1103
H 0.68132 -3.01096 -5.25416 0.1125
C 0.86124 -1.63783 -1.65424 -0.3323
H 0.52870 0.28885 -2.53651 0.0806
H -3.25792 -4.17960 -1.54319 0.1114
C 1.10204 5.37944 -1.23362 0.0206
C -3.13539 -3.12311 -1.74117 -0.0593
C 3.27457 -3.86578 1.76017 -0.0515
H -3.94011 -0.74004 -3.99365 0.1109
C 2.34970 -1.90880 0.69933 -0.3264
Ir 0.70381 1.25660 0.16889 1.0798
O 2.93463 1.16066 0.77593 -0.4666
C 2.98599 2.82536 2.84432 -0.6705
H 1.07438 -4.55349 -3.36299 0.1129
H -2.09249 4.96116 -0.94131 0.1064
N -0.47870 -1.42484 0.91922 -0.4336
C -2.14341 1.47734 2.43857 -0.0822
O -1.90478 1.60381 -0.73810 -0.2710
C -3.69064 -2.55385 -2.87673 -0.0591
C -4.14174 1.05467 3.70442 -0.0593
C 0.59010 -1.26525 -4.01505 -0.0600
H 0.42948 -0.58689 -4.84233 0.1115
H -2.72326 2.59872 4.16574 0.1126
H -2.69562 0.63371 -2.42960 0.0972
H -1.95244 -2.81597 0.00231 0.0990
H -2.53614 3.58737 -1.95480 0.0865